Run 1
Entry from OMol25: a cluster of 2 separate species, C4H11NO in total (the ωB97M-V functional and the def2-TZVPD basis).

Properties
spin multiplicity	2
HOMO-LUMO gap (alpha / beta)	0.36901 / 0.20262	hartree
net charge	+1

The geometry in XYZ format:
```
17
Properties=species:S:1:pos:R:3:mulliken_spin:R:1
N 0.194 -0.952 -2.003 0.78
C 0.239 -1.199 -0.622 0.01
C -1.165 -0.616 -0.148 0.05
C -1.537 0.461 -1.218 0.04
C -0.541 0.208 -2.401 0.00
H 0.431 -1.711 -2.634 -0.04
H 0.246 -2.245 -0.348 0.01
H 0.937 -0.607 -0.037 0.06
H -1.863 -1.448 -0.195 0.00
H -1.221 -0.190 0.856 0.00
H -2.518 0.204 -1.585 0.00
H -1.430 1.464 -0.851 -0.01
H -0.967 0.066 -3.386 0.01
H 0.128 1.057 -2.391 0.06
H 3.485 1.441 6.164 0.00
H 2.327 1.959 5.301 0.00
O 3.255 2.108 5.496 0.00
```



Run 2
Entry from OMol25: the ion C4H11NO with charge +1 (the ωB97M-V functional and the def2-TZVPD basis).

Properties
spin multiplicity	2
HOMO-LUMO gap (alpha / beta)	0.45033 / 0.19639	hartree
net charge	+1

The geometry in XYZ format:
```
17
Properties=species:S:1:pos:R:3:mulliken_spin:R:1
C -0.471 -0.563 0.361 0.04
C -0.294 0.810 -0.241 0.02
C -1.663 1.529 -0.207 0.05
O 0.251 0.844 -1.551 0.25
C 0.792 -1.464 0.240 0.00
N 1.976 -0.616 0.238 0.58
H -0.685 -0.403 1.421 0.00
H -1.379 -1.073 0.036 0.00
H 0.351 1.401 0.416 0.00
H -2.365 0.957 -0.812 0.00
H -1.594 2.535 -0.605 0.00
H -2.028 1.604 0.815 0.00
H 0.496 -0.087 -1.673 0.00
H 0.845 -2.146 1.095 0.06
H 0.826 -1.981 -0.719 0.00
H 2.137 -0.186 1.152 -0.01
H 2.805 -1.161 0.034 -0.01
```



Run 3
Entry from OMol25: the ion C4H11NO with charge +1 (the ωB97M-V functional and the def2-TZVPD basis).

Properties
spin multiplicity	2
HOMO-LUMO gap (alpha / beta)	0.43275 / 0.25753	hartree
net charge	+1

The geometry in XYZ format:
```
17
Properties=species:S:1:pos:R:3:mulliken_spin:R:1
C -2.253 0.333 0.310 0.12
C -1.080 0.672 -0.643 -0.01
N -0.081 -0.341 -0.716 0.73
C 0.686 -0.787 0.396 0.00
C 2.221 -0.352 0.393 0.11
O 2.420 0.849 -0.281 0.02
H -3.049 -0.235 -0.132 0.00
H -2.640 1.225 0.775 0.00
H -1.899 -0.224 1.177 0.00
H -0.657 1.575 -0.191 0.03
H -1.444 0.946 -1.625 0.00
H -0.222 -0.979 -1.497 -0.03
H 0.565 -1.851 0.555 0.02
H 0.211 -0.296 1.248 0.01
H 2.528 -0.234 1.427 -0.01
H 2.750 -1.186 -0.075 0.00
H 1.944 0.886 -1.123 0.01
```



run 1 wins, 32.2 kJ/mol ahead of the next structure.